# 1
Below is 11 unconnected molecules or ions with the total composition C26H49Cl20N2 in a non-equilibrium geometry, with properties calculated with ωB97M-V/def2-TZVPD.

Geometry (Å):
C1 6.58902 -2.26930 0.58607
C2 5.95962 -0.92130 1.03463
C3 5.87571 0.02956 -0.19629
C4 4.60788 -0.32579 -1.03490
C5 3.59154 0.83066 -1.24351
C6 3.34330 1.72355 -0.01913
C7 2.56782 1.00228 1.12163
C8 1.06017 1.02216 0.74694
C9 0.19913 0.24018 1.76424
C10 -1.31894 0.50605 1.57537
C11 -2.07363 -0.69024 2.24956
C12 -2.16472 -1.89823 1.27558
C13 -3.21937 -1.75962 0.20714
C14 -2.90674 -1.28476 -1.08245
C15 -3.91624 -1.21749 -2.01359
C16 -5.21722 -1.60990 -1.58257
N1 -5.50402 -2.01153 -0.37897
N2 -4.47813 -2.07517 0.44136
H1 7.10211 -2.74963 1.43046
H2 5.80228 -2.94373 0.21707
H3 7.31687 -2.16687 -0.22853
H4 4.93751 -1.16135 1.36860
H5 6.47871 -0.48370 1.89429
H6 5.96228 1.08962 0.06225
H7 6.75390 -0.20841 -0.81412
H8 4.96984 -0.59771 -2.04089
H9 4.14904 -1.24317 -0.64342
H10 2.62092 0.35422 -1.47650
H11 3.86259 1.39460 -2.14695
H12 2.68345 2.54352 -0.35357
H13 4.23890 2.20919 0.38662
H14 2.63721 1.63272 2.01989
H15 2.93015 -0.01774 1.29798
H16 0.70761 2.06722 0.75193
H17 0.91044 0.65838 -0.28446
H18 0.52541 0.54568 2.76816
H19 0.41215 -0.83295 1.61496
H20 -1.59600 1.40712 2.13598
H21 -1.56694 0.59087 0.50833
H22 -1.46693 -0.96656 3.12037
H23 -3.07441 -0.41115 2.60890
H24 -2.34366 -2.82039 1.85116
H25 -1.20106 -2.02062 0.76685
H26 -1.89675 -0.99759 -1.36081
H27 -3.74319 -0.85564 -3.03036
H28 -6.03195 -1.55812 -2.30537
H29 -4.68599 -2.40033 1.38528
C17 5.94806 0.26936 4.80467
Cl1 7.47419 1.04058 5.25692
Cl2 5.09089 1.19713 3.56791
H30 6.16084 -0.71956 4.40817
H31 5.31999 0.19169 5.68525
C18 8.03968 3.52312 -1.51225
Cl3 7.53357 2.27601 -2.66221
Cl4 7.03340 3.51101 -0.06080
H32 9.06906 3.33810 -1.22664
H33 7.95426 4.49290 -1.98937
C19 -5.68848 1.57542 -0.17013
Cl5 -5.81803 2.71343 -1.51031
Cl6 -4.52203 2.11506 1.04113
H34 -6.65898 1.47408 0.29880
H35 -5.36305 0.62220 -0.55897
C20 0.70085 -2.06782 -1.70073
Cl7 1.92441 -3.06294 -0.91272
Cl8 1.39960 -0.97419 -2.89817
H36 -0.01143 -2.72036 -2.19733
H37 0.19929 -1.47190 -0.94196
C21 -9.79675 1.22598 0.80679
Cl9 -8.59641 0.18372 1.59040
Cl10 -9.03764 2.32751 -0.35476
H38 -10.51178 0.60267 0.28254
H39 -10.30216 1.80968 1.56799
C22 -2.57823 -0.14024 -5.90777
Cl11 -1.81142 -1.59266 -5.25249
Cl12 -3.54810 0.68405 -4.67509
H40 -1.80778 0.53866 -6.25559
H41 -3.22615 -0.42421 -6.72931
C23 -10.78086 -1.22613 4.41777
Cl13 -11.02862 0.50152 4.13036
Cl14 -12.08431 -1.91823 5.38389
H42 -10.74471 -1.73624 3.46117
H43 -9.84379 -1.35909 4.94723
C24 8.17103 -2.75333 4.80484
Cl15 8.87332 -3.01596 6.40041
Cl16 6.42700 -3.07607 4.80071
H44 8.33624 -1.71987 4.51550
H45 8.64881 -3.42042 4.09598
C25 7.71833 2.61279 -6.39193
Cl17 9.35700 3.23895 -6.60052
Cl18 7.43487 1.18289 -7.39300
H46 7.58071 2.34255 -5.35135
H47 7.01062 3.38385 -6.67585
C26 -11.99824 1.06880 -2.39955
Cl19 -11.26144 -0.44197 -1.84130
Cl20 -12.85922 1.88313 -1.09055
H48 -11.21655 1.72409 -2.76833
H49 -12.69956 0.84171 -3.19466

Summary:
Max |F|, eV/Å: 1.6
Gap between HOMO and LUMO, eV: 7.38
Charge: +1
E, a.u.: -10333.12234


# 2
Below is 3 unconnected molecules or ions with the total composition C26H49ClN6O5P2S in a non-equilibrium geometry, with properties calculated with ωB97M-V/def2-TZVPD.

Geometry (Å):
C1 0.83997 -1.03337 -0.87928
O1 0.07052 -1.50537 0.25159
C2 0.38131 -0.78456 1.46475
C3 1.35144 -1.55898 2.48066
C4 2.46396 -0.54966 3.11972
C5 3.56971 -0.34593 1.98072
C6 4.50291 -1.54565 1.58446
C7 5.60312 -1.45634 0.49353
Cl1 6.70124 -2.88763 0.11111
C8 5.73477 -0.09735 -0.26347
C9 4.82285 1.08756 0.12100
C10 3.73349 1.01368 1.26302
C11 2.91744 2.34084 1.55828
O2 1.74110 2.41462 1.99013
C12 3.70459 3.72512 1.32097
C13 4.69241 3.79077 0.28226
S1 5.68556 5.29896 -0.06222
C14 4.97252 2.49605 -0.64801
O3 5.24600 2.60025 -1.86918
H1 0.95505 0.10044 -0.94533
H2 0.26749 -1.34971 -1.83414
H3 1.84102 -1.59368 -0.92542
H4 0.83480 0.22571 1.18513
H5 -0.59424 -0.56666 2.04820
H6 0.78948 -2.15278 3.29262
H7 1.93265 -2.34952 1.87459
H8 2.01439 0.43980 3.46150
H9 3.00494 -1.03836 4.01493
H10 4.38557 -2.53903 2.15723
H11 6.48651 0.07162 -1.10189
H12 3.46358 4.64116 1.97711
H13 6.68887 4.86933 -0.94954
O4 -2.31687 -1.03929 4.07102
P1 -3.58514 -1.14053 4.94051
N1 -4.18485 0.37449 4.43623
C15 -4.56611 1.52085 5.23059
C16 -4.57066 0.51753 3.03846
N2 -2.68372 -1.00726 6.41113
C17 -2.42612 0.25109 7.07685
C18 -1.46299 -1.81867 6.45410
N3 -5.04684 -1.34231 5.91740
C19 -6.32117 -1.47915 5.21256
C20 -5.11701 -1.73745 7.31549
H14 -5.13771 1.25108 6.12377
H15 -5.20605 2.21719 4.67837
H16 -3.68703 2.09772 5.53188
H17 -5.61659 0.22303 2.89147
H18 -3.95698 -0.11042 2.38629
H19 -4.44745 1.54390 2.68133
H20 -1.84462 0.93922 6.45190
H21 -1.87559 0.09386 8.01031
H22 -3.35313 0.73209 7.39157
H23 -0.62886 -1.32446 5.94350
H24 -1.62216 -2.79146 5.98114
H25 -1.16409 -2.01309 7.48971
H26 -6.78313 -0.49935 5.06564
H27 -7.04746 -2.09877 5.74575
H28 -6.17307 -1.94351 4.23490
H29 -5.16580 -0.84945 7.95245
H30 -4.27117 -2.35158 7.62695
H31 -6.00281 -2.33983 7.54219
O5 1.31192 -0.49737 -4.46187
P2 1.31315 -0.07485 -5.94375
N4 0.21101 1.20305 -5.69410
C21 -1.05886 1.45795 -6.33652
C22 0.65070 2.32441 -4.87420
N5 0.50398 -1.52127 -6.43948
C23 -0.93386 -1.63018 -6.55603
C24 1.01885 -2.74956 -5.82522
N6 1.40170 0.39580 -7.64739
C25 2.00359 1.69082 -7.96369
C26 1.27258 -0.47686 -8.80385
H32 -1.03335 1.28687 -7.41696
H33 -1.38632 2.49617 -6.21681
H34 -1.84964 0.84271 -5.89773
H35 1.15629 3.07995 -5.48720
H36 1.35382 2.00427 -4.09998
H37 -0.18284 2.80392 -4.35302
H38 -1.44109 -1.46519 -5.59806
H39 -1.22212 -2.61973 -6.92591
H40 -1.32597 -0.94074 -7.30490
H41 0.60424 -2.90717 -4.82354
H42 2.10839 -2.71843 -5.74058
H43 0.77186 -3.62205 -6.43957
H44 1.23933 2.47222 -7.98361
H45 2.50634 1.70998 -8.93459
H46 2.75532 1.95908 -7.21779
H47 0.23797 -0.47531 -9.15914
H48 1.57541 -1.50416 -8.59749
H49 1.89779 -0.16112 -9.64552

Summary:
Max |F|, eV/Å: 7.6
SMILES: COCCCc1cc(Cl)cc2c1C(=O)C=C(S)C2=O.CN(C)P(=O)(N(C)C)N(C)C.CN(C)P(=O)(N(C)C)N(C)C
Gap between HOMO and LUMO, eV: 6.63
E, a.u.: -3265.45931


# 3
Below is a molecular structure, C26H49MnNO4Si2 in a non-equilibrium geometry, with properties calculated with ωB97M-V/def2-TZVPD.

Geometry (Å):
O1 3.59139 -0.85914 -1.92108
O2 3.59905 -3.04179 -1.35629
C1 2.37570 -0.52435 -2.67270
C2 2.33381 0.92121 -3.09497
H1 1.49825 -0.77625 -2.05638
H2 2.39876 -1.18893 -3.54214
H3 2.01560 1.56814 -2.27056
H4 1.58588 1.01537 -3.88811
H5 3.29319 1.26959 -3.49204
C3 4.00533 0.10064 -0.86638
C4 5.39705 -0.24981 -0.43009
H6 3.28183 0.04183 -0.03824
H7 3.95793 1.09301 -1.32794
H8 5.46807 -1.25872 -0.00668
H9 5.71186 0.46102 0.33926
H10 6.09796 -0.16177 -1.26747
C5 3.21544 -3.57969 -0.05273
C6 3.32486 -3.88283 -2.52316
C7 2.65450 -2.52939 0.86997
H11 4.13817 -4.01416 0.35065
H12 2.48501 -4.38242 -0.22043
H13 3.40495 -1.78536 1.16237
H14 2.31377 -3.02175 1.78876
H15 1.77419 -2.02387 0.44878
C8 4.41192 -3.69682 -3.54625
H16 2.34129 -3.59262 -2.92520
H17 3.28434 -4.91334 -2.15543
H18 4.53147 -2.65078 -3.84844
H19 4.16236 -4.28428 -4.43240
H20 5.36425 -4.07060 -3.15623
H21 3.61787 -1.92403 -1.58955
Mn1 -1.92750 0.51083 0.90302
C9 -0.98703 -0.39982 -0.37455
Si1 -1.90004 -2.01801 -0.85483
H22 0.02121 -0.69462 -0.00667
H23 -0.82261 0.20085 -1.28353
C10 -1.95188 -2.09339 -2.73272
C11 -3.65828 -2.14903 -0.21431
C12 -0.94504 -3.47444 -0.16196
C13 -3.08021 1.38453 -0.47094
Si2 -4.48092 2.19564 0.48137
H24 -3.44945 0.66489 -1.22025
H25 -2.47195 2.11683 -1.02984
C14 -6.07231 1.25383 0.14384
C15 -4.68413 3.98250 -0.06137
C16 -4.11836 2.17556 2.33598
H26 -1.50114 -4.40549 -0.34450
H27 -0.81658 -3.36224 0.92432
H28 0.04830 -3.57853 -0.61994
H29 -2.46570 -1.21314 -3.14267
H30 -2.49368 -2.99062 -3.06288
H31 -0.93854 -2.12802 -3.15555
H32 -4.29299 -1.29645 -0.48714
H33 -3.67944 -2.26699 0.87820
H34 -4.10711 -3.05042 -0.65855
H35 -4.65874 4.05879 -1.15701
H36 -3.88355 4.61678 0.34325
H37 -5.64624 4.38600 0.28430
H38 -3.48562 3.03019 2.61602
H39 -3.63041 1.25407 2.70176
H40 -5.07068 2.28044 2.87796
H41 -6.94550 1.88347 0.36381
H42 -6.14275 0.34716 0.75984
H43 -6.12843 0.95733 -0.91248
O3 -0.24261 -1.76766 3.67980
C17 -0.76650 -0.83488 3.07840
O4 -1.75735 -0.94630 2.20642
C18 -0.29971 0.57483 3.24356
C19 0.46714 1.04126 4.30687
C20 0.77554 2.38832 4.35700
C21 0.36621 3.25666 3.32383
C22 0.61345 4.65600 3.34660
C23 0.19458 5.46601 2.30333
C24 -0.47087 4.91120 1.19217
C25 -0.72421 3.54527 1.13725
C26 -0.34589 2.71630 2.20982
N1 -0.70712 1.38437 2.23560
H44 0.77620 0.31766 5.05581
H45 1.33939 2.79501 5.19367
H46 1.14042 5.06605 4.21078
H47 0.38612 6.53883 2.33658
H48 -0.78884 5.55286 0.36960
H49 -1.22470 3.10162 0.27203

Summary:
Max |F|, eV/Å: 4.2
Gap between HOMO and LUMO (alpha / beta), eV: 3.82 / 7.06
Spin multiplicity: 6
E, a.u.: -3105.72242


> Which value of E does entry 3 give?

-3105.72242 a.u.


> Which of these has the highest E?

C26H49MnNO4Si2


> Among the records above, which one has the lowest E?

C26H49Cl20N2